[1]
18
Properties=species:S:1:pos:R:3:forces:R:3 method="wB97M-V/def2-TZVPD" de_lowest_kcal_mol=13.3 homo_ev=-10.02 smiles="CNC(C)=O.O.O"
C 0.722 -0.545 -2.905 0.26 0.09 0.30
C 0.594 -0.476 -1.397 0.02 0.59 -0.13
N 1.446 0.294 -0.677 -0.02 0.42 0.08
C 2.386 1.295 -1.138 0.10 -0.09 -0.29
O -0.306 -1.091 -0.843 -0.17 -0.22 0.13
H -0.060 0.076 -3.349 -0.07 -0.28 0.08
H 1.669 -0.188 -3.304 0.04 -0.17 0.08
H 0.582 -1.596 -3.144 -0.13 0.09 -0.32
H 1.179 0.419 0.290 -0.09 -0.37 0.08
H 2.032 2.311 -0.967 -0.13 0.02 0.11
H 2.567 1.201 -2.201 0.03 -0.07 -0.10
H 3.337 1.169 -0.630 0.12 0.02 0.08
H -3.355 0.104 4.254 -0.03 0.34 0.44
H -3.471 0.700 2.923 0.00 0.58 0.04
O -3.520 0.970 3.854 0.06 -0.89 -0.47
H -0.614 -0.792 0.978 0.13 0.06 0.26
H -1.127 -1.279 2.322 0.12 0.04 0.14
O -0.576 -0.588 1.940 -0.23 -0.16 -0.51

[2]
89
Properties=species:S:1:pos:R:3:forces:R:3 method="wB97M-V/def2-TZVPD" de_lowest_kcal_mol=0.0 homo_ev=-7.68
Zn 2.068 -1.041 4.841 -0.46 0.00 1.20
C -2.765 0.196 5.248 -0.40 -0.52 -0.03
C -2.753 -0.001 3.924 0.38 -0.46 0.24
C -3.086 0.980 2.847 0.35 0.75 -1.15
C -1.915 1.725 2.152 -0.38 0.45 -0.11
C -1.009 2.512 3.073 0.39 -0.10 0.15
C -1.208 2.782 4.373 0.41 0.28 -0.33
C -2.511 2.775 5.124 -0.15 -0.61 0.69
C -2.742 1.500 5.974 -0.67 0.74 0.19
C 2.536 -0.945 3.035 0.24 0.27 -1.20
H -2.892 -0.676 5.918 0.84 0.32 -0.46
H -2.458 -0.994 3.538 -0.69 0.27 0.38
H -3.792 1.758 3.146 -0.06 -0.51 0.16
H -3.578 0.420 2.036 -0.03 0.08 0.29
H -1.325 0.995 1.567 0.04 0.38 0.35
H -2.343 2.420 1.397 0.10 -0.41 0.21
H -0.078 2.865 2.594 -0.20 -0.63 0.51
H -0.338 3.053 5.001 -0.49 0.31 -0.65
H -3.399 2.919 4.494 0.56 0.20 0.15
H -2.502 3.605 5.857 0.07 -0.22 -0.47
H -1.979 1.445 6.773 -0.31 -0.06 -0.37
H -3.707 1.695 6.475 0.23 -0.37 0.14
H 3.637 -0.942 3.056 -0.28 -0.03 -0.44
H 2.187 0.043 2.697 0.25 -0.14 0.08
H 2.154 -1.660 2.292 0.28 0.00 0.48
P 0.023 -2.224 -4.241 0.36 -0.58 0.20
P 1.936 0.342 -4.628 1.02 0.12 -0.64
C -0.632 -0.660 -4.866 0.43 1.57 -0.06
C 0.198 0.396 -5.107 -1.34 -0.93 -0.05
C -0.744 -3.398 -5.439 -0.02 -0.20 -0.10
C -1.880 -3.107 -6.205 -0.01 -0.42 -0.03
C -2.407 -4.057 -7.083 0.25 -0.07 0.11
C -1.781 -5.297 -7.228 0.02 0.17 0.17
C -0.622 -5.584 -6.502 -0.10 0.06 -0.04
C -0.100 -4.639 -5.620 -0.40 0.28 -0.06
C -0.983 -2.391 -2.703 -0.27 0.18 -0.29
C -0.677 -1.494 -1.660 -0.39 -0.42 -0.03
C -1.402 -1.549 -0.470 -0.09 -0.12 -0.09
C -2.454 -2.465 -0.321 0.21 0.01 -0.26
C -2.759 -3.337 -1.373 0.05 0.13 0.18
C -2.024 -3.316 -2.562 0.01 0.39 0.40
C 2.614 1.070 -6.224 -0.08 0.07 0.04
C 2.496 0.282 -7.384 0.13 0.31 0.07
C 2.939 0.755 -8.620 0.07 0.23 0.21
C 3.503 2.034 -8.711 -0.03 -0.05 0.15
C 3.622 2.832 -7.568 -0.07 -0.37 -0.08
C 3.194 2.341 -6.328 -0.10 -0.04 -0.27
C 2.047 1.783 -3.498 -0.01 0.02 0.17
C 3.212 1.882 -2.707 -0.45 0.35 -0.14
C 3.383 2.982 -1.864 -0.19 0.04 -0.10
C 2.397 3.974 -1.794 0.03 -0.19 -0.12
C 1.230 3.854 -2.553 0.02 -0.14 -0.01
C 1.039 2.750 -3.391 0.55 0.23 0.25
H -1.723 -0.583 -4.984 0.51 0.20 -0.29
H -0.137 1.313 -5.616 -0.23 -0.43 0.35
H -2.374 -2.143 -6.125 0.05 -0.18 0.04
H -3.311 -3.826 -7.646 0.24 -0.07 0.08
H -2.201 -6.039 -7.905 0.11 0.13 0.11
H -0.124 -6.549 -6.628 -0.15 0.33 0.04
H 0.814 -4.851 -5.068 -0.17 0.03 -0.05
H 0.107 -0.744 -1.799 -0.14 -0.27 0.10
H -1.151 -0.873 0.348 -0.09 -0.13 -0.21
H -3.033 -2.485 0.610 0.25 -0.04 -0.43
H -3.593 -4.029 -1.272 0.16 0.08 0.01
H -2.290 -3.981 -3.386 0.13 0.16 0.27
H 2.044 -0.705 -7.316 0.06 0.08 -0.01
H 2.847 0.130 -9.513 0.02 0.22 0.32
H 3.853 2.405 -9.675 -0.12 -0.08 0.27
H 4.042 3.839 -7.646 -0.11 -0.37 0.07
H 3.288 2.973 -5.447 -0.02 -0.12 -0.11
H 3.979 1.105 -2.763 -0.25 0.22 -0.02
H 4.289 3.068 -1.264 -0.24 -0.01 -0.13
H 2.536 4.839 -1.141 -0.04 -0.28 -0.21
H 0.463 4.628 -2.508 0.19 -0.20 0.07
H 0.121 2.656 -3.971 0.27 0.10 0.18
Br 0.370 2.539 7.818 0.22 0.25 0.30
C 0.588 1.038 8.942 -0.04 -0.58 0.23
C 0.221 1.210 10.276 0.05 -0.30 0.15
C 0.200 0.126 11.159 0.03 0.00 -0.56
C 0.498 -1.151 10.691 0.13 0.03 -0.14
C 0.921 -1.311 9.373 0.03 -0.13 0.08
C 1.014 -0.233 8.486 -0.49 0.55 0.40
C 1.457 -0.476 7.095 0.48 -0.27 -2.09
O 2.085 -1.586 6.786 -1.05 1.56 0.42
O 1.222 0.367 6.147 0.43 -1.61 1.49
H -0.078 2.192 10.626 0.06 -0.08 -0.10
H -0.084 0.276 12.193 -0.04 0.04 -0.05
H 0.407 -2.024 11.342 0.10 0.35 -0.22
H 1.160 -2.304 9.000 0.08 0.22 0.03

[3]
15
Properties=species:S:1:pos:R:3:forces:R:3 method="wB97M-V/def2-TZVPD" charge=+1 de_lowest_kcal_mol=70.8 homo_ev=-13.83
C -0.231 0.196 0.308 -0.14 1.28 1.67
C -0.116 -0.570 -1.897 -1.15 1.49 -0.77
C 1.286 -0.704 -1.224 1.12 -1.15 0.28
C -0.888 1.024 2.553 -0.30 0.22 -1.18
N -0.939 -0.041 -0.776 1.49 0.02 0.89
N 1.045 -0.112 0.113 0.86 0.36 2.66
F -2.088 0.559 2.729 0.89 -0.55 -0.21
F 0.076 0.358 3.113 -0.81 0.53 -0.08
H -0.307 0.227 -2.788 1.02 -2.36 1.77
H -0.569 -1.559 -2.033 0.52 0.31 -1.01
H 1.619 -1.847 -1.159 -0.67 2.59 -0.08
H 2.114 -0.068 -1.574 -0.43 -0.70 -0.87
H -0.956 2.155 2.675 1.01 -1.36 -0.75
H -1.868 0.248 -0.892 -1.23 0.23 -0.07
H 1.819 0.135 0.853 -2.19 -0.92 -2.25